# 1
72
Properties=species:S:1:pos:R:3 method="wB97M-V/def2-TZVPD" spin_multiplicity=4 orbital_gap_ev="6.4 / 4.5" homo_energy_ev="-6.92 / -6.85" lumo_ev="-0.553 / -2.366"
Ni 0.39299 0.09648 -1.07330
C 0.18635 -0.72148 -3.95015
N 0.92509 0.23523 -3.12201
C 0.75417 1.60286 -3.64630
C 2.36679 -0.11160 -3.13198
C 3.11106 0.54360 -1.98135
N 2.31969 0.33447 -0.78985
C 2.81102 0.48945 0.44451
C 1.93206 0.31874 1.53156
F 0.61282 0.07597 1.20997
C 2.28953 0.36895 2.85122
F 1.34744 0.13702 3.78472
C 3.59053 0.64389 3.22396
C 4.47954 0.85972 2.18647
F 5.76029 1.14363 2.47595
C 4.12580 0.79136 0.85584
F 5.08808 1.02754 -0.06494
H 0.58818 -0.75432 -4.96978
H -0.86409 -0.43508 -4.00511
H 0.25909 -1.71698 -3.51354
H 1.01804 1.62949 -4.70964
H 1.38956 2.29562 -3.10060
H -0.26950 1.94584 -3.52933
H 2.80282 0.18449 -4.09447
H 2.43870 -1.19182 -3.02896
H 3.27445 1.61077 -2.18104
H 4.09711 0.07703 -1.93070
H 3.89255 0.70283 4.25739
F 0.12473 2.18013 -0.80834
Sb -0.20842 4.07519 -0.55501
F -1.75158 3.56853 0.39890
F -1.19919 3.93563 -2.16175
F -0.58433 5.89550 -0.35001
F 1.34603 4.41080 -1.56355
F 0.80853 3.97100 1.01555
C 1.64911 -5.27256 -1.14116
N 0.60419 -4.32035 -0.77663
C -0.57980 -4.71744 -0.26936
C -1.52930 -3.82165 0.06281
C -1.21355 -2.45032 -0.13924
O -2.18468 -1.65192 0.27585
N -0.07643 -2.02824 -0.64602
C 0.89868 -2.96275 -0.98591
O 1.96974 -2.66694 -1.46164
H 1.29504 -6.27478 -0.91394
H 2.55629 -5.05994 -0.58087
H 1.87796 -5.18795 -2.20097
H -0.71832 -5.78312 -0.14726
H -2.48077 -4.10474 0.47936
C -3.79953 1.15938 -1.62018
C -2.41766 0.89854 -1.85338
N -1.65585 0.25429 -1.03747
C -2.17225 -0.18992 0.22754
C -3.58269 0.19372 0.56334
C -4.36023 0.77984 -0.41626
C -4.17433 -0.15896 1.83831
C -3.69426 -0.15186 3.09392
C -2.48308 0.46339 3.66237
C -2.33328 0.49734 5.04301
C -1.25070 1.20108 5.53972
N -0.37772 1.81681 4.75165
C -0.58957 1.69545 3.44164
N -1.59849 1.05386 2.86153
H -4.37250 1.67953 -2.37282
H -1.95926 1.27180 -2.75821
H -1.51210 0.15895 1.02230
H -5.40232 0.99222 -0.21012
H -5.21327 -0.46890 1.75348
H -4.37380 -0.52849 3.85110
H -3.04156 0.01200 5.70065
H -1.07977 1.27888 6.60796
H 0.12017 2.17329 2.78059

# 2
69
Properties=species:S:1:pos:R:3 method="wB97M-V/def2-TZVPD" spin_multiplicity=4 orbital_gap_ev="6.7 / 4.6" homo_energy_ev="-14.71 / -15.21" total_charge=+2 lumo_ev="-7.998 / -10.564"
W -1.37966 -0.47649 1.26917
C -0.47791 4.16429 0.60566
C -1.35897 3.96116 1.84048
C -2.76154 4.49563 1.61739
C -1.27816 2.58911 2.42798
C -0.01759 2.01339 2.73415
C 0.08884 0.89692 3.54999
C -1.06742 0.29672 4.12558
C -0.96789 -0.61248 5.29164
C -2.32788 0.75116 3.65601
C -2.42670 1.87707 2.84653
H -0.55934 5.18850 0.25534
H -0.82999 3.49417 -0.17676
H 0.57037 3.94749 0.78047
H -0.90101 4.60512 2.61972
H -3.30110 3.86604 0.90936
H -2.71563 5.49931 1.20419
H -3.33729 4.54356 2.53778
H 0.88449 2.53618 2.44555
H 1.06661 0.58267 3.90026
H -1.16648 -0.03297 6.20239
H 0.02043 -1.05588 5.40002
H -1.73001 -1.39442 5.26782
H -3.23860 0.30338 4.04967
H -3.41498 2.24525 2.59873
C 1.73578 1.22962 -5.18927
C 1.92413 -0.23165 -4.77373
C 3.36563 -0.64730 -5.04860
C 3.65669 -2.03462 -4.48672
C 3.40686 -2.01674 -3.02553
C 4.19282 -2.79180 -2.14955
C 3.94732 -2.73683 -0.80245
F 4.67368 -3.44110 0.04368
C 2.91514 -1.92800 -0.26661
C 2.10723 -1.17603 -1.11509
C 1.00736 -0.42144 -0.59495
O 0.67465 -0.41811 0.68761
C 0.13119 0.18375 -1.57532
C 0.40967 0.11948 -2.90100
N 1.59004 -0.44333 -3.36596
C 2.37189 -1.18620 -2.52189
C -1.15527 0.67442 -0.97192
O -2.23945 0.48003 -1.47243
O -0.98502 1.17975 0.22901
H 2.19525 1.37380 -6.16388
H 2.22813 1.88673 -4.47834
H 0.69717 1.52605 -5.28837
H 1.23725 -0.85824 -5.36241
H 4.04254 0.07625 -4.58885
H 3.54363 -0.63303 -6.12295
H 4.68666 -2.33185 -4.69822
H 3.01129 -2.78004 -4.97065
H 4.98305 -3.41740 -2.53671
H 2.75088 -1.91262 0.79761
H -0.26354 0.51878 -3.64240
F 0.25996 -3.18351 0.59256
C -0.48900 -3.71860 1.59904
F -1.78150 -3.52134 1.21568
F -0.25792 -5.00420 1.64929
C -0.21512 -2.84687 2.88690
O -0.02555 -3.29849 3.96746
O -0.24348 -1.59542 2.51821
F -3.02450 0.31384 0.93137
Sb -4.30989 -1.88489 0.02492
F -4.98746 -1.17691 1.72959
F -6.00371 -2.79895 -0.09787
F -5.18198 -0.33282 -0.77541
F -1.42103 -1.58407 -0.15303
F -2.53405 -1.49497 2.30808

# 3
64
Properties=species:S:1:pos:R:3 method="wB97M-V/def2-TZVPD" spin_multiplicity=5 orbital_gap_ev="5.6 / 5.5" homo_energy_ev="-3.30 / -3.21" total_charge=-1 lumo_ev="2.302 / 2.294"
C 2.40320 -0.00968 0.86226
C 2.41530 -0.82678 -0.28721
C 1.89313 -0.08531 -1.37191
H 2.78282 -1.85284 -0.34463
C 1.41904 1.18432 -0.85628
C 1.74249 1.20231 0.55202
H 1.13008 2.07329 -1.42057
C -1.33458 -2.01558 1.11692
C -0.25243 -2.81130 0.68582
C -0.22310 -2.80374 -0.73107
H 0.39463 -3.40300 1.32459
C -1.20546 -1.87355 -1.18164
C -1.96856 -1.43939 -0.02806
H 2.02731 -0.35829 -2.42848
H 1.57877 2.05431 1.19499
H 2.90960 -0.24569 1.79229
H -2.95143 -0.96585 -0.05091
H 0.44452 -3.39883 -1.36639
H -1.73016 -1.92622 2.10839
Fe -0.49598 0.30885 0.06693
C -1.56587 -1.52554 -2.60068
C -3.08034 -1.30406 -2.70738
C -1.07961 -2.59238 -3.58555
H -3.60670 -2.23838 -2.45725
H -3.37427 -1.01759 -3.72542
H -3.42442 -0.51068 -2.02549
H -1.53436 -3.57186 -3.41562
H 0.01014 -2.68747 -3.54535
H -1.31550 -2.29166 -4.61180
C -0.78029 -0.26330 -3.00836
C -1.25381 1.07630 -2.56923
H -0.63434 -0.24804 -4.08578
H 0.21140 -0.43142 -2.57274
O -1.29129 1.26776 -1.29053
N -1.56518 2.05655 -3.43327
C -0.60165 2.85297 -4.23299
H -2.50106 2.44453 -3.34087
C 0.65024 2.10590 -4.59020
C 1.86411 2.61943 -4.15030
H 1.85321 3.56582 -3.60245
C 3.03417 1.92430 -4.42913
H 3.97762 2.36614 -4.12966
C 2.97986 0.69242 -5.07922
H 3.89696 0.14284 -5.28198
C 1.75558 0.17475 -5.50674
H 1.69182 -0.80250 -5.98176
C 0.59790 0.94565 -5.37327
H -0.35122 0.64250 -5.84140
H -0.34994 3.75022 -3.64803
H -1.08443 3.21102 -5.15140
F -0.58443 -1.93279 3.96781
C 0.31152 -0.91564 3.84836
F 0.82388 -0.71395 5.07825
F 1.31608 -1.39775 3.07085
C -0.31151 0.39951 3.23652
O -0.37524 0.26540 1.89144
C -1.76553 0.62389 3.80605
F -1.82630 0.50354 5.15548
F -2.22052 1.85600 3.46635
F -2.63085 -0.27115 3.26364
C 0.60881 1.63265 3.62517
F 0.46451 2.04164 4.90660
F 1.92608 1.31020 3.43709
F 0.34427 2.69319 2.81216

# 4
62
Properties=species:S:1:pos:R:3 method="wB97M-V/def2-TZVPD" spin_multiplicity=1 orbital_gap_ev=7.4 homo_energy_ev=-10.45 total_charge=+1 e_above_lowest_kj_mol=1.9 lumo_ev=-3.011
Sr 0.34502 0.39895 -0.45170
C 2.17602 1.88034 -3.15591
C 1.09070 2.88915 -2.90714
C 1.04468 4.10113 -3.58124
C 0.02614 4.98925 -3.28911
C -0.93015 4.63789 -2.35250
C -0.84290 3.39497 -1.73777
N 0.15974 2.54759 -2.00750
C -1.88617 2.96437 -0.76361
C -3.15422 3.53348 -0.79894
C -4.08886 3.13061 0.13416
C -3.75726 2.15261 1.05057
C -2.48759 1.58438 1.00005
N -1.57354 2.01568 0.12476
C -2.11132 0.45918 1.90892
C -3.06362 -0.14652 2.72030
C -2.67839 -1.19358 3.53992
C -1.36082 -1.60856 3.53349
C -0.46285 -0.97107 2.68875
C 0.98217 -1.37988 2.63294
N -0.83924 0.03727 1.89033
H 2.88914 2.23255 -3.89728
H 1.74695 0.94359 -3.51831
H 2.71290 1.67450 -2.22650
H 1.80308 4.34237 -4.31267
H -0.02279 5.94939 -3.78524
H -1.71544 5.33240 -2.09713
H -3.42183 4.26172 -1.54886
H -5.07811 3.56820 0.13966
H -4.48872 1.84322 1.77905
H -4.09514 0.16534 2.71353
H -3.40447 -1.68412 4.17454
H -1.02877 -2.42411 4.16044
H 1.15205 -2.29976 3.18828
H 1.60579 -0.59452 3.06580
H 1.29898 -1.54760 1.60027
O -1.63728 -0.81191 -1.33847
C -1.91723 -1.97842 -1.05078
C -1.03699 -3.05571 -0.69283
C -1.66815 -4.27960 -0.41403
C -0.93945 -5.39760 -0.13505
C 0.46750 -5.35819 -0.16141
C 1.10743 -4.18697 -0.43421
C 0.40167 -2.96585 -0.67697
O 1.04821 -1.88100 -0.85230
N -1.62401 -6.64536 0.17613
O -2.84039 -6.63676 0.20156
O -0.93533 -7.62288 0.39614
H -2.98107 -2.27038 -1.07772
H -2.74921 -4.34616 -0.42121
H 1.01757 -6.26790 0.03482
H 2.18823 -4.13899 -0.46289
C 4.71407 -0.29162 0.71858
S 3.73206 1.07478 1.32087
C 4.81782 2.40389 0.82952
O 2.55378 1.16244 0.38092
H 4.91334 -0.14321 -0.34201
H 4.12626 -1.19603 0.86646
H 5.63825 -0.34867 1.29213
H 5.73792 2.33928 1.40921
H 4.30400 3.33544 1.05711
H 5.01982 2.32698 -0.23795

# 5
71
Properties=species:S:1:pos:R:3 method="wB97M-V/def2-TZVPD" spin_multiplicity=4 orbital_gap_ev="6.5 / 6.7" homo_energy_ev="-5.44 / -5.62" total_charge=-1 e_above_lowest_kj_mol=0.0 lumo_ev="1.095 / 1.094"
V -2.01693 -1.08513 0.05619
C -2.84647 -0.49978 3.16609
O -1.80398 -0.95935 2.27165
C -0.64828 -1.43488 2.79757
C -0.40025 -1.55037 4.15028
C 0.82791 -2.04988 4.57886
Br 1.15587 -2.21823 6.42802
C 1.79875 -2.41981 3.67951
C 1.55456 -2.29601 2.30806
C 0.32990 -1.81700 1.86694
O 0.02034 -1.68591 0.55044
C 2.57325 -2.65586 1.30735
N 2.36717 -2.57232 0.01541
C 3.55567 -2.98015 -0.58038
C 3.88938 -3.08258 -1.92909
C 5.15990 -3.52083 -2.23876
C 6.08469 -3.85025 -1.23158
C 5.76721 -3.75177 0.10783
C 4.48203 -3.30958 0.40742
N 3.82731 -3.08945 1.61017
H -2.46062 0.33383 3.75343
H -3.18206 -1.33408 3.77832
H -3.65477 -0.20351 2.50602
H -1.15428 -1.26572 4.86737
H 2.73898 -2.80186 4.05077
H 0.78577 -2.01697 -0.00052
H 3.17313 -2.82358 -2.69736
H 5.45639 -3.61173 -3.27507
H 7.07288 -4.18714 -1.51633
H 6.48387 -4.00286 0.87828
H 4.21345 -3.18749 2.53017
C -2.60356 -0.24342 -3.47637
P -1.88721 -1.48641 -2.34863
C -2.66641 -3.02526 -2.92280
C -0.19034 -1.64591 -3.02348
H -2.49434 -0.54949 -4.51871
H -2.12135 0.72586 -3.33980
H -3.66456 -0.12797 -3.24949
H -2.58643 -3.12601 -4.00716
H -3.71130 -3.04724 -2.60760
H -2.17982 -3.86755 -2.43034
H -0.18994 -1.80420 -4.10425
H 0.30249 -2.49896 -2.55120
H 0.39311 -0.75046 -2.80044
O 2.76950 8.35594 -0.07732
S 2.22774 7.36033 0.82242
O 2.99442 6.13478 0.91800
O 1.73629 7.87392 2.08833
C 0.68440 6.84397 0.01061
N -0.04799 7.78326 -0.60193
C -1.16363 7.37952 -1.18304
C -1.59703 6.05958 -1.17374
C -0.78013 5.17550 -0.49271
N 0.34915 5.55754 0.08779
C -1.08381 3.70999 -0.36653
C -0.10271 2.86511 0.13811
C -0.38275 1.51942 0.25228
N -1.55497 0.97377 -0.10158
C -2.50275 1.79088 -0.57674
C -2.30527 3.15299 -0.72094
H -1.75421 8.14186 -1.68411
H -2.50945 5.76649 -1.67215
H 0.85367 3.26867 0.44195
H 0.36063 0.83120 0.63590
H -3.44823 1.32184 -0.82355
H -3.11982 3.75746 -1.09542
O -4.80685 -2.65249 2.03954
Se -4.33295 -2.52083 0.48870
O -2.71366 -3.02345 0.33674
O -4.04904 -0.86388 0.14862
O -5.27168 -3.18611 -0.65601

# 6
67
Properties=species:S:1:pos:R:3 method="wB97M-V/def2-TZVPD" spin_multiplicity=2 orbital_gap_ev="6.5 / 6.3" homo_energy_ev="-8.87 / -8.86" total_charge=+1 e_above_lowest_kj_mol=173.2 lumo_ev="-2.350 / -2.573"
Re 0.35682 -0.31576 -0.68232
C 1.03292 -1.63573 4.69894
N 0.35791 -1.17345 3.51748
C -0.95812 -0.86225 3.42470
C -1.18502 -0.48909 2.13019
N -0.02541 -0.57486 1.42838
C 0.91033 -0.98563 2.29167
P 2.65284 -1.40711 1.93489
C 2.23751 -2.39979 0.45177
N 1.28722 -2.14610 -0.45803
C 1.20360 -3.25481 -1.24317
C 2.10639 -4.18321 -0.80862
N 2.74851 -3.64094 0.25431
C 3.81571 -4.23299 1.01076
C 3.14814 0.14515 1.11814
N 2.34079 0.98338 0.48609
C 3.12002 1.99550 0.04411
C 4.41794 1.77269 0.42034
N 4.42694 0.60206 1.10623
C 5.58092 -0.08265 1.61625
H 0.38856 -1.47857 5.56171
H 1.26248 -2.70092 4.62197
H 1.96228 -1.08372 4.84179
H -1.61793 -0.92254 4.26612
H -2.09838 -0.16793 1.66702
H 0.50372 -3.31925 -2.05233
H 2.33473 -5.16371 -1.17207
H 4.02190 -5.22867 0.62475
H 4.71830 -3.62443 0.93078
H 3.54255 -4.30875 2.06544
H 2.71312 2.81607 -0.51338
H 5.30577 2.34648 0.25392
H 6.40490 0.61967 1.72603
H 5.35321 -0.52534 2.58772
H 5.88746 -0.87454 0.92861
F -2.01073 5.29807 -3.55008
C -1.44908 4.08760 -3.62432
F -2.26129 3.33266 -4.37912
F -0.30648 4.23910 -4.31153
C -1.21030 3.49406 -2.25849
C -1.49822 4.23127 -1.12700
C -1.19491 3.67106 0.11213
C -0.65699 2.40640 0.15789
N -0.41127 1.64266 -0.92331
C -0.66214 2.20359 -2.13892
S -0.29223 1.33241 -3.59903
H -1.94342 5.21072 -1.20853
H -1.37900 4.21906 1.02071
H -0.39222 1.97207 1.11187
C -3.67195 -2.80974 -1.31702
Te -2.68218 -0.89207 -1.61035
C -2.14375 -1.75678 -3.52740
C -2.92107 -3.02451 -3.69293
C -2.91519 -3.68689 -4.91514
C -3.61190 -4.87147 -5.06513
C -4.31006 -5.40407 -3.99284
C -4.32577 -4.74416 -2.77746
C -3.63858 -3.54588 -2.62261
H -4.69662 -2.62170 -1.00209
H -3.17478 -3.37088 -0.52585
H -1.06856 -1.94313 -3.54388
H -2.37636 -1.03912 -4.31403
H -2.36344 -3.27174 -5.74720
H -3.61123 -5.37680 -6.01914
H -4.84847 -6.33315 -4.10381
H -4.88607 -5.15414 -1.94913
S 0.91288 -0.17798 -2.95780

# 7
72
Properties=species:S:1:pos:R:3 method="wB97M-V/def2-TZVPD" spin_multiplicity=3 orbital_gap_ev="7.8 / 7.8" homo_energy_ev="-10.74 / -10.75" total_charge=+1 e_above_lowest_kj_mol=0.0 lumo_ev="-2.917 / -2.913"
Tm 0.44173 0.13899 -0.79332
C -1.73829 -3.32761 1.40615
C -1.20146 -1.90997 1.17289
N -0.31607 -1.81478 0.01066
N 0.52792 -2.90429 -0.20103
C 1.13065 -3.04551 -1.36379
N 2.04519 -4.01733 -1.56118
S 0.78837 -1.94051 -2.62904
C -2.29240 -0.91252 0.80474
C -3.64550 -1.19065 0.89915
C -4.56826 -0.18770 0.64522
C -4.10509 1.08713 0.36889
C -2.74074 1.28006 0.26997
N -1.84188 0.30261 0.42058
H -0.93676 -3.99888 1.71357
H -2.20315 -3.71685 0.49926
H -2.45922 -3.32393 2.22282
H 0.74858 -3.52665 0.56143
H 2.13110 -4.80452 -0.93929
H 2.38286 -4.12158 -2.50195
H -3.98486 -2.17682 1.17646
H -5.62983 -0.39039 0.69348
H -4.78163 1.91762 0.22349
H -2.34045 2.26520 0.08014
C -0.87853 4.30465 -1.30546
C -0.74213 3.02275 -2.08186
C -1.86593 2.27336 -2.42732
C -1.77001 1.12260 -3.20587
C -3.00911 0.37039 -3.60271
C -0.51424 0.73533 -3.67115
C 0.63489 1.47849 -3.36843
C 1.95114 1.17480 -4.03531
C 0.50210 2.61009 -2.55518
H -1.47280 5.02389 -1.87013
H 0.09502 4.74812 -1.10515
H -1.38167 4.14630 -0.34911
H -2.85165 2.62148 -2.13968
H -3.53170 0.90340 -4.39907
H -3.69506 0.28142 -2.75912
H -2.76424 -0.62625 -3.96579
H -0.43780 -0.09716 -4.36026
H 2.00541 1.73870 -4.96898
H 2.03855 0.11737 -4.27943
H 2.79387 1.48040 -3.41500
H 1.37565 3.22193 -2.36822
N 1.37784 -0.35144 7.41597
C 0.95242 -0.59224 6.37612
C 0.42333 -0.89482 5.08060
C 1.12359 -1.73651 4.21956
C 0.61007 -2.02817 2.97018
C -0.58987 -1.47393 2.52931
C -1.27835 -0.63451 3.40462
C -0.78823 -0.35158 4.66861
H 2.06302 -2.16600 4.54119
H 1.17380 -2.70391 2.34171
H -2.23499 -0.21084 3.12929
H -1.34451 0.28898 5.33990
F 1.80487 3.43507 2.02289
C 1.43432 2.17586 2.06718
F 1.43385 1.74057 3.29681
F 0.17437 2.06224 1.54532
S 2.37551 1.12432 0.86060
O 1.74567 -0.17956 1.03545
O 1.86172 1.70483 -0.37708
N 3.87753 1.15473 1.12614
S 4.86615 0.92970 -0.14190
O 4.52289 1.77817 -1.23285
O 6.20182 0.79024 0.29296
C 4.24734 -0.75774 -0.73375
F 5.05713 -1.33735 -1.58686
F 3.04427 -0.49010 -1.38349
F 3.97190 -1.60920 0.24551